# 1
Density functional theory data (ωB97M-V/def2-TZVPD) for a cluster of 2 separate species, C6H15N3 in total.

The geometry in XYZ format:
```
24
Properties=species:S:1:pos:R:3:forces:R:3:mulliken_charge:R:1
C 0.564 0.059 -1.332 -0.115 -0.041 0.161 0.340
C 0.903 0.380 1.943 -0.165 0.030 -0.068 -1.115
C 1.579 1.151 -1.249 0.015 0.021 0.047 -1.432
C 1.053 -1.342 -1.250 0.008 -0.013 0.012 -1.028
N -0.104 0.512 0.899 0.176 0.204 -0.241 0.688
C -1.655 -0.857 -0.239 0.315 0.174 0.006 -0.421
N -0.484 1.910 0.802 0.066 -0.347 0.106 -0.898
N -2.841 -1.495 -0.400 -0.221 -0.150 0.038 -0.401
C -1.174 -0.423 0.938 -0.058 0.065 0.031 -0.408
H -0.256 0.246 -2.004 -0.006 -0.012 -0.026 0.480
H -1.077 2.123 1.608 0.022 -0.043 -0.060 0.282
H -1.106 1.946 -0.002 -0.003 -0.035 0.026 0.243
H -2.994 -2.060 -1.217 0.029 0.072 0.073 0.200
H -3.498 -1.645 0.360 0.167 0.048 -0.097 0.196
H -1.533 -0.706 1.931 -0.015 -0.001 -0.026 0.308
H 0.495 0.589 2.942 0.010 -0.006 -0.048 0.335
H 1.288 -0.639 1.934 -0.017 0.007 -0.004 0.344
H 1.712 1.085 1.751 -0.023 -0.003 -0.005 0.319
H 0.363 -2.032 -1.733 0.010 0.040 0.009 0.288
H 2.087 1.206 -2.224 -0.064 -0.032 0.060 0.442
H 1.139 2.127 -1.051 -0.013 -0.036 -0.012 0.392
H 2.343 0.957 -0.495 -0.030 -0.027 -0.009 0.261
H 2.053 -1.419 -1.700 -0.068 0.047 0.025 0.401
H 1.144 -1.672 -0.211 -0.018 0.038 -0.001 0.184
```
Positions in Å, forces in eV/Å.

## Properties
**Relative energy (zero: lowest compared OMol25 entry of this formula, charge and spin)**: 582.4 kJ/mol
**E_tot**: -10929.8735 eV
**Charge**: 0
**Orbital gap (spin up / spin down)**: 6.5 / 7.4 eV

***

# 2
Density functional theory data (ωB97M-V/def2-TZVPD) for a structure of composition C6H15N3 at a distorted geometry.

The geometry in XYZ format:
```
24
Properties=species:S:1:pos:R:3:forces:R:3:mulliken_charge:R:1
C 1.746 0.654 0.008 -3.277 -5.952 -0.191 0.577
C -2.431 0.356 -0.304 0.143 0.273 -1.766 -0.759
C -1.531 1.580 -0.067 -2.264 -0.191 -2.144 -0.877
C -0.993 0.377 -0.663 3.064 -2.743 -2.975 -0.509
C 0.294 -1.795 -0.756 3.918 -0.272 -2.490 -1.668
C 0.108 -0.525 -0.078 0.741 3.783 2.126 0.503
N 2.801 -0.086 0.205 1.490 1.719 -0.289 -0.304
N 1.516 1.850 -0.281 -1.619 3.629 -0.498 -0.185
N -0.119 -0.869 1.412 -1.794 -3.279 1.626 -0.302
H -2.862 -0.209 0.486 -0.049 -0.269 0.691 0.306
H -2.995 0.308 -1.256 -0.098 0.409 1.058 0.286
H -1.791 2.397 -0.738 0.423 0.312 0.669 0.413
H -1.291 1.657 0.922 0.327 1.174 2.556 0.462
H -0.762 0.358 -1.801 -0.647 0.264 1.931 0.406
H -0.678 -2.141 -0.867 -1.953 -0.914 -1.070 0.529
H 0.791 -2.616 -0.181 0.174 0.870 -0.397 0.538
H 0.896 -1.603 -1.788 -1.799 -0.833 2.257 0.350
H 2.842 -1.065 0.224 -1.033 -1.601 0.094 0.199
H 3.758 0.202 0.057 0.218 0.979 0.115 0.278
H 0.480 2.181 -0.306 2.326 -0.771 -0.145 0.249
H 2.233 2.565 -0.474 -0.318 -0.393 0.239 0.283
H 0.117 -1.993 1.611 -0.736 3.706 -0.549 0.443
H -1.084 -0.700 1.921 1.700 -0.352 -1.805 0.378
H 0.497 -0.324 1.964 1.066 0.452 0.958 0.406
```
Positions in Å, forces in eV/Å.

## Properties
**Relative energy (zero: lowest compared OMol25 entry of this formula, charge and spin)**: 365.0 kJ/mol
**E_tot**: -10915.4949 eV
**Charge**: +2
**Orbital gap**: 10.8 eV

***

# 3
Density functional theory data (ωB97M-V/def2-TZVPD) for a cluster of 2 separate species, C6H15N5O in total at a distorted geometry.

The geometry in XYZ format:
```
27
Properties=species:S:1:pos:R:3:forces:R:3:mulliken_charge:R:1
C -2.757 -1.299 0.004 0.292 -0.026 0.300 0.393
C -2.503 0.063 0.637 0.062 0.256 -0.357 0.673
C -3.283 1.133 -0.089 0.500 0.819 -0.315 -0.143
C -2.702 2.136 -0.754 0.150 -0.412 0.359 -0.701
C 3.869 0.886 -0.360 -0.175 0.119 -0.209 -0.816
C 2.012 -0.740 -0.386 0.288 -0.025 0.115 -0.190
H -4.710 -1.283 0.622 -0.304 0.289 0.233 0.204
H -4.243 -2.607 -0.332 -0.004 -0.006 -0.026 0.264
H -2.831 0.071 1.686 0.200 -0.231 -0.079 0.397
H -1.422 0.249 0.559 -0.521 -0.134 0.057 -0.868
H -4.367 1.099 -0.048 0.029 -0.125 0.027 0.218
H -3.285 2.911 -1.244 0.089 -0.159 0.039 0.262
H -1.607 2.208 -0.801 -0.462 -0.001 -0.045 0.267
H 4.696 1.115 0.318 -0.116 0.155 -0.245 0.297
H 3.096 1.672 -0.327 0.357 -0.325 0.034 0.317
H 4.242 0.802 -1.393 0.031 0.179 0.174 0.311
H 4.020 -2.107 0.713 0.149 0.162 -0.220 0.269
H 4.226 -1.882 -0.912 0.106 0.280 0.574 0.251
H 1.955 -1.585 -1.077 -0.105 0.080 0.200 0.371
H 0.191 1.007 1.373 -0.279 -0.106 0.030 0.265
H 1.837 0.910 1.412 0.263 -0.133 0.057 0.259
N -4.068 -1.659 -0.040 -0.272 -0.532 -0.220 -0.392
N 3.302 -0.378 0.075 -0.185 -0.234 0.270 0.115
N 4.279 -1.413 0.012 -0.517 -0.338 -0.442 -0.793
N 0.926 -0.207 0.000 0.017 0.217 -0.263 -0.162
N 1.019 0.900 0.816 0.328 0.151 0.024 -0.475
O -1.889 -2.002 -0.461 0.076 0.079 -0.071 -0.592
```
Positions in Å, forces in eV/Å.

## Properties
**Relative energy (zero: lowest compared OMol25 entry of this formula, charge and spin)**: 218.0 kJ/mol
**SMILES**: CN(N)/C=N\N.C=CCC(N)=O
**E_tot**: -15960.8689 eV
**Charge**: 0
**Orbital gap**: 9.2 eV

***

# 4
Density functional theory data (ωB97M-V/def2-TZVPD) for a structure of composition C6H15N5O12V at a distorted geometry.

The geometry in XYZ format:
```
39
Properties=species:S:1:pos:R:3:forces:R:3:mulliken_charge:R:1
V -4.764 -1.418 -9.875 1.731 -1.858 1.790 0.800
N -2.285 -3.573 -10.517 -2.333 -2.365 5.618 0.695
O -3.050 -2.527 -10.533 1.163 0.272 -2.194 -0.338
O -1.398 -3.852 -11.273 1.315 1.423 -3.016 -0.717
O -2.477 -4.360 -9.548 -0.102 1.164 -1.511 -0.490
N -3.430 -2.460 -6.862 -0.324 -3.560 -0.992 0.835
O -3.811 -1.835 -7.824 -1.269 4.037 -3.228 -0.457
O -3.206 -3.633 -7.010 1.030 -2.754 -0.202 -0.555
O -3.354 -1.993 -5.777 0.362 3.390 4.556 -0.762
N -4.745 1.251 -9.600 0.981 -2.621 -1.175 1.425
O -5.601 0.444 -9.270 -7.925 1.068 3.040 -0.605
O -4.719 2.445 -9.718 -0.922 1.194 0.737 -0.760
O -3.857 0.501 -9.955 7.364 0.057 -3.031 -0.609
N -5.697 -4.521 -9.332 6.466 -0.092 2.988 0.916
O -5.564 -3.322 -9.311 -0.305 6.231 1.706 -0.572
O -6.280 -4.940 -10.212 -7.028 -4.815 -7.631 -0.724
O -4.966 -5.227 -8.666 -0.179 -1.107 2.390 -0.606
C -5.632 -2.706 -14.212 0.472 -0.275 -0.219 -1.314
C -5.448 -2.862 -12.707 1.525 0.949 0.131 -0.413
N -5.633 -1.591 -11.897 -2.442 0.424 -1.533 1.139
C -7.154 -1.550 -11.827 -0.204 2.047 0.679 -0.366
C -7.803 -0.191 -11.375 -1.087 -0.587 -0.407 -1.366
C -5.231 -0.386 -12.733 0.216 0.023 0.805 -0.583
C -3.775 -0.352 -13.169 1.373 -0.131 -0.540 -1.508
H -4.782 -2.215 -14.686 -0.153 0.127 0.084 0.272
H -6.537 -2.184 -14.523 -0.118 -0.274 -0.016 0.261
H -5.601 -3.723 -14.602 -0.387 -0.041 -0.212 0.456
H -6.093 -3.672 -12.369 0.256 0.297 0.643 0.387
H -4.393 -3.054 -12.508 -0.055 -0.825 -0.092 0.091
H -7.583 -1.636 -12.825 0.399 -0.568 -0.267 0.299
H -7.540 -2.356 -11.203 0.438 -0.076 0.013 0.376
H -7.299 0.724 -11.685 0.252 -0.203 0.609 0.250
H -8.738 -0.122 -11.930 -0.207 -0.140 -0.572 0.504
H -8.254 -0.160 -10.383 1.143 0.106 0.476 0.303
H -5.418 0.498 -12.123 0.246 -0.158 0.220 0.240
H -5.953 -0.265 -13.540 0.187 -0.186 -0.493 0.561
H -3.036 -0.650 -12.425 -0.513 -0.335 0.517 0.190
H -3.355 0.605 -13.478 -0.828 0.719 0.280 0.438
H -3.488 -0.923 -14.053 -0.536 -0.559 0.049 0.304
```
Positions in Å, forces in eV/Å.

## Properties
**E_tot**: -64159.4247 eV
**Charge**: -2
**Orbital gap (spin up / spin down)**: 5.9 / 6.0 eV
**⟨S²⟩**: 3.76
**Spin multiplicity**: 4

***

# 5
Density functional theory data (ωB97M-V/def2-TZVPD) for a cluster of 2 separate species, C6H15NO in total.

The geometry in XYZ format:
```
23
Properties=species:S:1:pos:R:3:forces:R:3:mulliken_charge:R:1
C -1.017 -0.051 2.626 0.238 -0.518 -0.118 -1.223
C -1.600 0.180 1.234 -0.156 0.094 -0.130 -0.122
C -1.050 1.457 0.570 -0.547 0.254 -0.041 -1.724
N -0.139 0.204 -2.054 0.110 -0.073 0.279 -1.035
C 0.729 0.497 -0.940 0.010 0.189 -0.064 1.183
C 0.359 1.284 0.086 0.063 -0.524 0.228 -1.981
C 2.145 0.036 -1.107 -0.303 -0.545 -0.648 -1.792
H 0.057 0.135 2.678 0.024 0.143 -0.230 0.215
H -1.489 0.604 3.346 -0.115 0.152 0.275 0.455
H -1.141 -1.093 2.946 -0.196 0.135 0.077 0.321
H -1.411 -0.686 0.593 0.078 0.052 -0.009 0.321
H -2.691 0.277 1.321 0.078 -0.114 0.051 0.247
H -1.094 2.255 1.308 0.214 0.219 0.230 0.906
H -1.760 1.808 -0.185 0.244 -0.246 -0.208 0.252
H -0.592 -0.690 -1.895 -0.018 -0.128 -0.107 0.144
H -0.873 0.904 -2.129 -0.002 0.070 0.113 0.675
H 1.125 1.480 0.831 0.042 0.192 -0.106 0.743
H 2.485 -0.642 -0.320 -0.015 0.272 0.212 0.153
H 2.809 0.898 -1.187 0.348 0.141 0.117 1.106
H 2.229 -0.545 -2.038 0.003 0.267 0.108 0.237
H 1.074 -3.014 -1.203 -0.133 0.166 0.092 0.316
H 0.965 -2.915 0.307 -0.017 0.133 0.117 0.316
O 0.477 -2.725 -0.500 0.048 -0.332 -0.238 -0.714
```
Positions in Å, forces in eV/Å.

## Properties
**Relative energy (zero: lowest compared OMol25 entry of this formula, charge and spin)**: 134.5 kJ/mol
**E_tot**: -10000.5170 eV
**Charge**: -1
**Orbital gap (spin up / spin down)**: 1.6 / 7.5 eV
**⟨S²⟩**: 0.75
**Spin multiplicity**: 2

***

# 6
Density functional theory data (ωB97M-V/def2-TZVPD) for a cluster of 2 separate species, C6H15NO in total at a distorted geometry.

The geometry in XYZ format:
```
23
Properties=species:S:1:pos:R:3:forces:R:3:mulliken_charge:R:1
C -0.148 -0.363 2.537 -1.464 2.354 0.271 -0.899
C -1.337 -1.129 1.975 -1.991 3.139 -1.067 -0.639
C -1.016 -1.677 0.569 -0.044 -0.829 -0.155 -0.548
C -0.554 -0.789 -0.618 0.222 -1.863 1.352 -0.627
C 0.068 -1.289 -1.697 -0.909 0.060 -0.771 -0.146
N 0.918 -0.537 -2.532 -0.205 1.130 -2.627 -0.295
C 1.266 0.935 -2.457 -2.937 -0.268 -2.014 -0.817
H 0.233 0.170 1.652 1.056 -0.768 0.433 0.163
H -0.366 0.560 3.185 -0.446 -1.473 -0.504 0.308
H 0.447 -0.970 3.157 1.601 -0.686 0.075 0.302
H -2.165 -0.354 1.954 0.611 -0.572 -0.591 0.264
H -1.869 -1.859 2.556 0.660 -0.825 0.580 0.399
H -1.909 -2.241 0.232 0.685 -0.273 0.258 0.360
H -0.148 -2.315 0.852 -0.698 -0.349 -0.831 0.249
H -0.536 0.232 -0.392 0.344 1.627 -0.007 0.575
H -0.154 -2.361 -2.076 0.914 1.778 0.884 0.257
H 0.780 -0.682 -3.575 0.173 -0.449 2.004 0.236
H 0.622 1.706 -3.089 0.529 -1.942 1.078 0.240
H 2.204 1.056 -2.888 1.885 -0.067 -0.602 0.367
H 1.270 1.372 -1.521 0.008 0.318 2.234 0.262
H 0.111 3.529 0.872 -6.566 -2.021 3.296 0.273
H 1.473 3.187 0.849 -0.506 1.249 -0.923 0.312
O 0.809 3.820 0.456 7.078 0.731 -2.373 -0.599
```
Positions in Å, forces in eV/Å.

## Properties
**Relative energy (zero: lowest compared OMol25 entry of this formula, charge and spin)**: 370.3 kJ/mol
**SMILES**: CCC/C=C/NC.O
**E_tot**: -9999.9196 eV
**Charge**: 0
**Orbital gap**: 8.5 eV

***

# 7
Density functional theory data (ωB97M-V/def2-TZVPD) for a cluster of 2 separate species, C6H15NO in total at a distorted geometry.

The geometry in XYZ format:
```
23
Properties=species:S:1:pos:R:3:forces:R:3:mulliken_charge:R:1
C 1.366 1.218 -1.898 -0.518 1.114 1.385 -0.285
C 2.602 0.511 -1.344 -0.197 1.157 0.315 -1.086
C 0.096 0.401 -2.153 0.187 -0.721 -0.344 -0.716
H 1.017 1.929 -1.098 0.677 -0.083 -0.865 0.239
H 1.719 1.809 -2.743 -0.430 0.012 -0.197 0.346
H 3.382 1.273 -1.181 -0.215 -0.117 -0.023 0.326
H 0.285 -0.668 -2.221 0.269 -0.246 -0.006 0.297
H -0.594 0.517 -1.325 -0.229 0.071 0.078 -0.008
H 3.001 -0.117 -2.124 0.121 -0.962 0.282 0.339
H 2.407 0.102 -0.339 0.178 -0.603 -0.670 0.239
H -0.443 0.628 -3.075 0.125 0.367 0.083 0.311
C -1.706 -1.434 1.697 -0.239 -0.555 0.787 -0.122
C -0.203 -1.593 1.825 0.189 -0.207 -0.839 -1.097
C -2.166 -0.116 1.176 -0.424 2.515 0.307 0.383
O -3.197 0.119 0.584 -0.232 -1.061 -0.188 -0.622
N -1.469 1.011 1.639 0.987 -0.046 0.270 -0.367
H -2.171 -2.254 1.147 0.136 0.212 -0.253 0.289
H -2.166 -1.504 2.705 0.188 0.179 -0.368 0.251
H 0.055 -2.489 2.393 0.055 0.126 -0.145 0.361
H -1.864 1.932 1.547 -0.616 -0.327 -0.512 0.226
H -0.466 1.098 1.695 -0.047 -0.676 0.188 0.167
H 0.275 -0.735 2.269 0.029 0.208 0.600 0.309
H 0.241 -1.637 0.824 0.007 -0.356 0.112 0.220
```
Positions in Å, forces in eV/Å.

## Properties
**Relative energy (zero: lowest compared OMol25 entry of this formula, charge and spin)**: 89.2 kJ/mol
**SMILES**: CCC(N)=O.CCC
**E_tot**: -10002.8329 eV
**Charge**: 0
**Orbital gap**: 10.6 eV

***

# 8
Density functional theory data (ωB97M-V/def2-TZVPD) for an isolated molecule of C6H15NO at a distorted geometry.

The geometry in XYZ format:
```
23
Properties=species:S:1:pos:R:3:forces:R:3:mulliken_charge:R:1
C -0.470 -0.243 -0.082 3.535 -0.981 -0.764 0.101
C 1.166 -0.714 -0.194 -1.971 -0.126 0.685 0.552
C -2.211 1.277 -1.156 2.220 -0.052 -0.168 -0.544
C -0.595 0.915 -1.013 -3.736 0.782 -0.267 -0.877
C 1.311 -2.082 0.461 0.117 0.095 -0.194 -1.545
C 2.105 0.296 0.448 -0.225 0.000 -0.132 -1.530
N -0.903 0.074 1.248 -0.263 0.090 0.470 -0.652
O -2.738 1.812 0.026 -0.118 0.057 0.244 -0.578
H -2.483 1.205 0.743 0.017 0.058 -0.100 0.388
H -1.060 -1.093 -0.442 0.106 0.052 -0.020 0.417
H 1.412 -0.808 -1.256 -0.224 0.074 0.008 0.312
H -0.353 0.824 1.651 0.017 -0.061 0.043 0.237
H -0.870 -0.730 1.862 0.060 0.062 0.014 0.240
H -2.767 0.382 -1.473 0.228 0.019 -0.013 0.281
H -2.307 2.045 -1.927 -0.104 -0.098 0.010 0.371
H -0.234 0.676 -2.011 0.191 0.006 0.012 0.333
H -0.123 1.814 -0.620 0.165 0.039 -0.067 0.297
H 2.333 -2.455 0.370 0.042 -0.021 0.067 0.427
H 0.655 -2.813 -0.011 -0.069 -0.064 0.026 0.369
H 1.073 -2.033 1.525 -0.013 -0.028 0.076 0.309
H 3.140 -0.047 0.397 -0.013 -0.034 -0.018 0.435
H 2.053 1.263 -0.050 0.029 0.107 0.023 0.360
H 1.866 0.435 1.504 0.010 0.024 0.064 0.298
```
Positions in Å, forces in eV/Å.

## Properties
**Relative energy (zero: lowest compared OMol25 entry of this formula, charge and spin)**: 115.1 kJ/mol
**SMILES**: CC(C)[C@@H](N)CCO
**E_tot**: -10002.5643 eV
**Charge**: 0
**Orbital gap**: 9.8 eV

***

Q: charge of number 6 (C6H15NO)?
A: 0

***

Q: Look up the E_tot of the fifth one.
A: -10000.5170 eV

***

Q: Which of these has the lowest E_tot?
A: C6H15N5O12V

***

Q: Look up the charge of the sixth one.
A: 0